{
  "formula": "C19H29F9MgNO10Ti",
  "method": "ωB97M-V/def2-TZVPD",
  "symbols": ["C", "C", "F", "H", "O", "H", "H", "C", "H", "H", "F", "H", "C", "O", "F", "H", "C", "C", "H", "F", "Mg", "F", "H", "H", "H", "H", "O", "H", "C", "F", "C", "H", "O", "H", "H", "H", "H", "O", "H", "C", "Ti", "O", "H", "O", "F", "H", "N", "C", "H", "C", "H", "H", "F", "H", "H", "H", "C", "C", "H", "F", "C", "C", "C", "O", "O", "C", "H", "C", "O", "C"],
  "xyz": [[0.508, -3.289, 1.550], [4.936, -0.638, -1.620], [1.998, -0.401, 4.651], [-0.113, 1.891, -1.736], [3.388, -0.734, -3.827], [-1.262, -2.157, 1.169], [4.253, 3.626, -4.771], [3.295, 3.771, -4.278], [1.983, 0.061, -0.466], [3.899, -0.813, -1.346], [3.229, 1.338, 4.273], [-1.027, 4.917, 3.050], [-3.057, -2.818, 4.605], [-1.419, -3.158, 2.958], [-8.031, -1.360, 1.083], [0.316, 0.221, -0.022], [2.405, 0.471, 3.718], [-0.235, 4.320, 3.494], [1.562, 1.939, -2.151], [-2.069, -2.152, 5.246], [1.575, -0.295, -4.408], [-8.120, -0.214, -0.789], [-3.456, 0.564, -0.929], [0.797, -4.261, 1.153], [-0.613, 2.561, 2.230], [-0.535, 3.824, 4.416], [4.752, -2.360, -4.578], [1.001, -2.542, 0.918], [-0.989, -3.121, 1.601], [-7.520, 0.721, 1.080], [1.130, 0.738, -0.547], [4.750, -2.890, -6.530], [0.461, 0.373, -2.970], [3.507, 4.256, -3.324], [0.667, 3.657, 1.651], [1.364, 1.577, 0.114], [5.111, 0.436, -1.691], [5.305, -1.314, -2.832], [3.330, -3.403, -5.689], [4.026, -2.566, -5.787], [-1.420, -0.927, -3.611], [-5.690, -1.831, -0.406], [5.564, -1.018, -0.821], [-3.512, -3.073, 2.257], [-3.250, -3.981, 5.218], [0.592, 4.995, 3.698], [1.685, 5.171, -5.754], [1.160, 1.138, 3.128], [-3.712, -1.052, -0.360], [-3.796, -0.004, -0.045], [-1.443, -3.959, 1.074], [-1.959, 0.525, 0.905], [3.047, -0.218, 2.764], [-3.341, 1.214, 1.724], [3.499, -1.678, -6.134], [-2.996, -0.545, 1.864], [-5.996, -0.784, 0.033], [-2.700, -3.052, 3.119], [0.966, -3.121, 2.515], [-4.178, -2.108, 4.672], [-2.995, 0.323, 1.212], [0.195, 3.218, 2.535], [2.384, 4.562, -5.087], [1.203, 2.443, 3.197], [0.245, 0.490, 2.740], [4.433, -1.418, -3.767], [2.795, 2.828, -4.045], [-7.455, -0.404, 0.390], [-5.186, 0.245, 0.191], [0.758, 1.245, -1.876]],
  "mulliken_spin": [0.00, 0.00, 0.00, 0.00, 0.07, 0.01, 0.00, 0.00, 0.00, 0.00, 0.00, 0.00, 0.00, 0.00, 0.00, 0.01, 0.00, 0.00, 0.00, 0.00, 0.32, 0.00, 0.00, 0.00, 0.00, 0.00, 0.00, 0.00, 0.00, 0.00, 0.01, 0.00, -0.27, 0.00, 0.00, 0.00, 0.00, 0.00, 0.00, 0.01, 2.87, 0.00, 0.00, 0.00, 0.00, 0.00, 0.00, 0.00, -0.01, 0.01, 0.00, 0.01, 0.00, 0.00, 0.00, 0.00, 0.00, 0.00, 0.00, 0.00, -0.02, 0.00, 0.00, 0.00, 0.00, 0.02, 0.00, 0.00, 0.01, -0.04],
  "s_squared": 3.75,
  "charge": 2,
  "gap_ha": [0.2281, 0.2071],
  "e_homo_ev": [-14.9, -14.9],
  "spin_multiplicity": 4,
  "total_energy_ev": -95137.6767
}

{
  "formula": "C19H29GeN7OSScSe",
  "method": "ωB97M-V/def2-TZVPD",
  "symbols": ["N", "H", "C", "H", "H", "H", "C", "Sc", "H", "N", "C", "Se", "C", "H", "H", "H", "H", "C", "Ge", "C", "O", "C", "C", "H", "H", "H", "N", "C", "C", "H", "H", "C", "H", "H", "N", "C", "N", "N", "H", "C", "H", "H", "H", "H", "C", "H", "H", "H", "C", "H", "C", "S", "C", "H", "H", "C", "C", "H", "H", "N"],
  "xyz": [[-0.047, 0.658, 2.129], [-3.402, 3.680, -1.116], [-1.031, -3.229, -2.241], [-2.254, -3.498, 5.345], [-1.332, -2.334, -2.778], [-1.888, -3.682, -1.752], [-0.219, 1.013, 4.561], [-0.506, -0.386, 0.248], [0.616, 4.290, 1.881], [0.530, 1.900, 2.006], [1.582, 4.388, 1.383], [0.288, -2.814, -0.874], [0.304, -0.324, -3.620], [3.468, 0.297, -2.604], [-1.786, -3.373, 1.091], [-2.507, -4.603, 3.114], [-0.049, -0.025, -2.619], [-1.670, -2.931, 2.074], [1.889, -1.461, -3.554], [-1.005, -1.109, 3.318], [-1.276, 1.410, -0.480], [-0.404, 0.247, 3.298], [3.516, -0.409, -3.430], [2.002, -1.996, -6.032], [0.545, 0.597, -4.149], [2.011, -3.730, -2.354], [-1.131, -1.717, 2.121], [1.929, -2.599, -5.130], [-1.944, -2.998, 4.439], [2.517, 3.172, -0.094], [0.549, 0.540, 5.177], [2.686, 4.636, 2.397], [1.023, -3.200, -5.199], [3.665, 0.149, -4.353], [-2.523, 3.240, -0.896], [1.300, 1.973, 0.944], [-5.958, 1.938, -1.153], [-2.527, -1.160, -0.319], [2.488, 5.543, 2.964], [-3.580, 1.085, -0.746], [3.652, 4.752, 1.909], [2.693, -2.487, -1.317], [0.091, 2.029, 4.339], [4.377, -1.060, -3.287], [-4.891, 1.555, -0.966], [1.509, 5.212, 0.670], [2.752, 3.803, 3.094], [-0.507, -0.817, -4.154], [-1.402, -1.722, 4.495], [-1.141, 1.027, 5.141], [-3.192, -0.223, -0.519], [1.789, 0.616, -0.082], [1.869, -2.706, -1.998], [2.786, -3.268, -5.103], [-1.681, 3.790, -0.863], [-2.084, -3.615, 3.208], [-2.431, 1.923, -0.704], [-1.289, -1.212, 5.440], [-0.569, -3.949, -2.917], [1.800, 3.172, 0.617]],
  "nbo_charge": [-0.35, 0.43, -0.76, 0.24, 0.23, 0.24, -0.69, 1.53, 0.22, -0.44, -0.22, 0.36, -1.08, 0.24, 0.22, 0.24, 0.21, 0.10, 1.61, 0.17, -0.77, 0.29, -1.09, 0.24, 0.25, 0.25, -0.52, -1.09, -0.12, 0.41, 0.25, -0.62, 0.23, 0.24, -0.76, 0.35, -0.28, -0.57, 0.22, -0.54, 0.21, 0.26, 0.27, 0.24, 0.26, 0.20, 0.22, 0.23, -0.22, 0.24, 0.52, -0.32, -1.01, 0.24, 0.42, -0.24, 0.70, 0.24, 0.24, -0.58],
  "charge": 1,
  "gap_ha": 0.2760,
  "relative_energy_kcal_mol": 2.2,
  "e_homo_ev": -11.2,
  "total_energy_ev": -186048.3349
}

{
  "formula": "C19H29IN4NiO2Si",
  "method": "ωB97M-V/def2-TZVPD",
  "symbols": ["C", "H", "Si", "C", "H", "H", "H", "H", "C", "C", "H", "H", "C", "C", "C", "H", "O", "H", "C", "C", "H", "C", "H", "C", "O", "N", "H", "C", "H", "H", "C", "N", "C", "H", "H", "H", "H", "C", "C", "H", "H", "H", "H", "H", "N", "H", "H", "C", "I", "H", "Ni", "C", "C", "N", "H", "H", "H"],
  "xyz": [[5.048, -1.968, -0.756], [2.278, 4.497, 2.014], [-2.778, 2.213, -0.647], [2.965, -0.877, -1.279], [-2.048, 3.823, 1.116], [-1.123, -5.967, 0.350], [-4.842, 3.167, -1.627], [2.927, 3.408, -1.261], [-1.697, 3.246, -1.774], [3.150, -0.039, -0.193], [4.191, 2.276, -0.746], [0.508, 4.430, 2.024], [-4.487, 2.156, -1.383], [1.415, 2.768, 1.082], [-4.091, -5.450, -0.043], [-2.087, 4.270, -1.862], [-2.165, 0.726, -0.485], [-3.037, 2.518, 1.825], [-2.848, -4.628, 0.054], [3.422, 2.958, -0.397], [-4.630, -5.251, -0.971], [0.449, 1.824, 1.261], [-3.806, 3.836, 0.926], [5.224, -1.117, 0.330], [0.432, -0.523, 0.584], [2.141, 0.927, 0.097], [-4.509, 1.555, -2.299], [-1.527, -4.972, 0.239], [-4.764, -5.243, 0.791], [3.896, 3.735, 0.195], [4.267, -0.156, 0.623], [-1.645, -2.742, 0.116], [0.917, 0.634, 0.646], [1.368, 4.834, 0.536], [1.112, -4.498, 0.811], [-0.489, 1.922, 1.783], [6.101, -1.211, 0.961], [0.661, -3.565, 0.475], [1.396, 4.215, 1.435], [4.375, 0.499, 1.480], [-1.631, 2.819, -2.783], [-3.836, -6.507, -0.017], [5.793, -2.722, -0.979], [2.078, -0.765, -1.891], [-2.868, -3.289, -0.021], [-0.680, 3.301, -1.362], [1.144, -3.266, -0.459], [3.916, -1.851, -1.553], [-2.561, -0.629, 2.784], [-5.190, 1.714, -0.667], [-1.554, -0.701, 0.521], [-2.924, 3.183, 0.959], [-0.810, -3.758, 0.280], [2.487, 2.226, 0.446], [0.864, -2.783, 1.206], [3.773, -2.516, -2.396], [-3.669, -2.686, -0.097]],
  "mulliken_spin": [0.00, 0.00, 0.00, 0.00, 0.00, 0.00, 0.00, 0.00, 0.00, 0.00, 0.00, 0.00, 0.00, 0.00, 0.00, 0.00, 0.07, 0.00, 0.00, 0.00, 0.00, 0.00, 0.00, 0.00, 0.03, 0.00, 0.00, 0.00, 0.00, 0.00, 0.00, 0.03, 0.00, 0.00, 0.00, 0.00, 0.00, 0.00, 0.00, 0.00, 0.00, 0.00, 0.00, 0.00, -0.01, 0.00, 0.00, 0.00, 0.10, 0.00, 1.76, 0.00, 0.01, 0.00, 0.00, 0.00, 0.00],
  "s_squared": 2.01,
  "gap_ha": [0.2967, 0.2928],
  "relative_energy_kcal_mol": 9.8,
  "e_homo_ev": [-7.7, -7.6],
  "spin_multiplicity": 3,
  "total_energy_ev": -87254.0772
}

{
  "formula": "C19H29MoN4O2",
  "method": "ωB97M-V/def2-TZVPD",
  "symbols": ["H", "H", "H", "C", "H", "C", "H", "H", "H", "C", "C", "N", "C", "H", "H", "H", "C", "H", "H", "O", "C", "H", "C", "N", "C", "C", "C", "C", "H", "C", "H", "H", "C", "C", "N", "H", "H", "C", "H", "C", "H", "Mo", "C", "H", "C", "H", "H", "H", "N", "H", "H", "H", "O", "H", "H"],
  "xyz": [[1.306, -4.424, 2.057], [-3.941, 3.552, 1.235], [0.350, 1.748, 2.939], [-1.390, -0.210, 2.291], [0.100, 4.180, 2.522], [-1.854, -1.264, -1.559], [-3.669, 1.107, 1.497], [3.503, -3.879, 1.109], [-1.904, -2.070, -2.289], [-1.508, 2.416, -1.500], [3.341, -3.689, 2.172], [3.349, -1.216, 2.031], [-2.839, 1.773, 1.705], [-1.133, 2.989, -0.654], [0.374, -2.312, 1.589], [4.761, 0.005, 2.927], [-1.923, 3.999, 1.831], [-2.806, 0.396, -2.574], [0.602, -1.822, -2.451], [-0.611, -1.388, -0.794], [3.326, 1.238, 1.887], [1.693, 1.887, 0.615], [2.334, 1.006, 0.764], [1.453, -0.152, 1.082], [-2.995, 3.136, 1.556], [2.089, -1.258, 1.660], [4.029, -2.408, 2.591], [0.388, -2.231, -1.464], [1.280, -2.231, -0.847], [4.182, -0.002, 2.003], [-0.888, 2.579, -2.381], [-0.022, -3.236, -1.539], [-0.554, 2.127, 2.471], [-2.085, 5.408, 1.638], [-2.231, 6.531, 1.456], [2.859, 0.811, -0.176], [-1.085, 0.181, -2.994], [-1.626, 1.242, 2.200], [3.956, 2.099, 1.665], [1.860, -3.583, 2.469], [4.884, -0.085, 1.170], [-0.356, 0.224, 0.548], [-1.827, 0.103, -2.195], [-2.672, -1.371, -0.845], [-0.703, 3.497, 2.280], [5.056, -2.377, 2.226], [1.668, -3.535, 3.542], [-2.545, 2.677, -1.703], [1.351, -2.355, 1.832], [-0.713, -0.500, 3.095], [2.804, 1.440, 2.825], [4.054, -2.296, 3.678], [-1.447, 1.006, -1.122], [3.771, -4.525, 2.720], [-2.266, -0.852, 2.208]],
  "mulliken_spin": [0.00, 0.00, 0.00, -0.12, 0.00, 0.01, 0.00, 0.00, 0.00, 0.00, 0.00, -0.01, 0.02, 0.00, 0.02, 0.00, 0.00, 0.00, 0.00, 0.03, 0.01, 0.00, 0.02, -0.06, 0.00, 0.01, 0.00, 0.01, 0.00, 0.00, 0.00, 0.00, 0.01, 0.00, 0.00, 0.00, 0.00, 0.00, 0.00, 0.00, 0.00, 2.07, 0.01, 0.00, -0.04, 0.00, 0.00, 0.00, 0.00, 0.01, 0.00, 0.00, 0.01, 0.00, 0.01],
  "s_squared": 2.03,
  "charge": 3,
  "gap_ha": [0.2564, 0.2771],
  "relative_energy_kcal_mol": 0.0,
  "e_homo_ev": [-18.6, -18.7],
  "spin_multiplicity": 3,
  "total_energy_ev": -32055.8943
}